[1]
C10H27KNO4 | ωB97M-V/def2-TZVPD

Structure (XYZ):
```
43
C10H27KNO4 ωB97M-V/def2-TZVPD
K -1.00 1.20 -1.73
C -0.35 -1.32 5.75
O -1.43 -1.23 4.94
C -1.49 -1.83 3.69
C -2.87 -1.53 2.94
N -2.74 -2.00 1.53
C -4.06 -1.84 0.82
C -4.03 -2.75 -0.40
O -3.28 -2.18 -1.46
C -3.55 -2.52 -2.82
H 0.44 -1.93 5.31
H -0.61 -1.52 6.79
H -0.11 -0.26 5.71
H -1.21 -2.88 3.81
H -0.72 -1.32 3.10
H -3.02 -0.46 2.80
H -3.77 -2.02 3.29
H -2.45 -2.97 1.63
H -4.32 -0.83 0.48
H -4.90 -2.17 1.44
H -5.05 -2.99 -0.66
H -3.50 -3.68 -0.22
H -4.55 -2.13 -3.02
H -3.52 -3.60 -2.92
H -2.85 -2.03 -3.49
C 4.41 7.13 -3.61
C 3.40 6.88 -2.60
O 2.98 5.51 -2.54
H 5.40 6.71 -3.43
H 4.76 8.15 -3.49
H 4.16 6.78 -4.61
H 2.60 7.60 -2.75
H 3.72 7.19 -1.60
H 2.44 5.38 -3.33
C 3.47 -1.79 0.01
C 3.67 -1.38 -1.49
O 2.61 -1.84 -2.32
H 3.85 -2.79 0.21
H 2.41 -1.91 0.24
H 3.81 -1.05 0.74
H 4.61 -1.82 -1.83
H 3.74 -0.31 -1.70
H 2.90 -1.64 -3.21
```

Values from the calculation:
- Energy relative to the best compared isomer or geometry (same formula, charge and spin): 3.721 eV
- Total charge: +1
- HOMO energy: -11.2 eV
- Energy: -36803.913 eV


[2]
C4H13NO | ωB97M-V/def2-TZVPD

Structure (XYZ):
```
19
C4H13NO ωB97M-V/def2-TZVPD
C 0.49 -0.63 2.22
N 0.63 -0.49 0.79
C -1.66 -0.88 -0.14
C -0.42 0.01 -0.07
C -0.67 1.51 0.29
H -0.16 -1.47 2.51
H 1.46 -0.84 2.66
H 0.09 0.31 2.61
H 1.49 0.01 0.57
H -2.58 -0.40 0.19
H -1.76 -1.33 -1.12
H -1.58 -1.63 0.65
H 0.07 0.06 -1.04
H -1.04 1.96 -0.63
H -1.36 1.52 1.13
H 0.27 2.03 0.43
H 2.16 -0.60 -3.32
H 2.16 0.86 -3.70
O 2.41 -0.01 -4.03
```

Values from the calculation:
- Energy relative to the best compared isomer or geometry (same formula, charge and spin): 0.692 eV
- Total charge: +1
- HOMO energy (alpha / beta): -14.4 / -14.4 eV
- Energy: -7887.402 eV
- Multiplicity: 2
- Expectation value of S²: 0.754


[3]
C6H10O | ωB97M-V/def2-TZVPD

Structure (XYZ):
```
17
C6H10O ωB97M-V/def2-TZVPD
C 0.57 -0.98 0.72
C -0.10 -0.01 1.29
C 0.09 0.13 -0.24
C -0.56 0.68 2.53
C 1.11 1.15 -0.73
C -0.86 -1.12 -2.03
O -1.03 -0.09 -1.05
H 1.04 -2.02 0.63
H 0.39 1.17 2.81
H -0.94 -0.10 3.19
H -1.42 1.25 2.19
H 0.59 2.17 -0.70
H 1.50 0.79 -1.78
H 2.04 1.15 -0.05
H 0.14 -1.03 -2.41
H -1.70 -1.08 -2.82
H -0.87 -2.05 -1.56
```

Values from the calculation:
- Energy relative to the best compared isomer or geometry (same formula, charge and spin): 3.320 eV
- HOMO energy: -9.1 eV
- Energy: -8427.920 eV


no.,M (g mol⁻¹)
1,264.4
2,91.2
3,98.1